45
Properties=species:S:1:pos:R:3:forces:R:3:nbo_charge:R:1 method="wB97M-V/def2-TZVPD" orbital_gap_ev=8.237 de_lowest_ev=1.183 charge=+1 e_homo_ev=-12.10
C 2.8406 2.1593 -0.3302 -0.1 -0.1 0.1 -0.644
C 2.9339 0.9254 -1.2357 0.2 0.1 0.1 -0.053
O 2.6561 1.2316 -2.5931 0.0 -0.1 -0.1 -0.534
C 1.4109 0.8369 -3.1092 -0.1 0.1 0.1 -0.074
C 0.6666 2.0315 -3.6725 0.0 -0.1 -0.1 -0.082
O 0.4413 3.0246 -2.6777 0.0 0.0 0.1 -0.523
C -0.8729 3.4387 -2.4602 0.2 -0.1 0.0 -0.055
C -1.5830 2.7229 -1.2714 -0.3 0.5 0.4 -0.093
C -2.9027 2.0439 -1.6840 0.3 0.0 0.2 -0.236
N -2.9161 0.8738 -0.7687 0.2 -0.6 -1.8 -0.513
C -1.6342 0.5345 -0.6269 0.3 0.1 0.5 0.705
N -1.2140 -0.7183 -0.6183 -0.2 -0.2 0.4 -0.753
N -0.7951 1.6386 -0.6037 -0.6 0.0 0.1 -0.596
H 3.7610 2.3081 0.2333 0.0 0.1 -0.1 0.221
H 2.6447 3.0402 -0.9394 0.1 0.0 0.0 0.240
H 2.0306 2.0729 0.3988 0.0 0.0 -0.1 0.182
H 2.2707 0.1238 -0.8870 0.0 0.0 0.0 0.148
H 3.9495 0.5258 -1.2143 0.0 0.0 0.0 0.193
H 1.5620 0.1098 -3.9184 0.0 0.1 0.0 0.184
H 0.8012 0.3597 -2.3337 0.1 0.0 0.0 0.152
H -0.2826 1.6929 -4.1103 0.0 0.0 0.0 0.159
H 1.2572 2.4771 -4.4775 0.0 0.0 0.1 0.204
H -1.4868 3.3197 -3.3630 0.0 0.0 0.0 0.173
H -0.8388 4.5045 -2.2287 0.0 0.0 0.0 0.208
H -1.7937 3.4786 -0.5136 -0.1 0.0 0.0 0.215
H -2.8108 1.6517 -2.6992 -0.2 0.2 -0.1 0.202
H -3.7752 2.6836 -1.5965 0.0 -0.1 0.1 0.247
H -3.5281 0.1006 -1.0069 -0.4 0.2 0.2 0.409
H -1.7260 -1.4110 -1.1450 -0.3 -0.1 0.5 0.425
H -0.4725 -1.0442 -0.0068 0.4 0.3 -0.3 0.458
H -0.6380 1.9042 0.3677 0.7 -0.1 -0.2 0.423
C -0.6442 -3.3594 2.3283 0.0 0.0 -0.1 -0.388
C 0.2221 -2.4263 2.7280 0.0 0.0 0.0 0.323
C 0.9275 -2.4833 4.0668 0.0 -0.1 0.1 0.470
O 1.6981 -1.5651 4.2876 0.0 0.0 0.0 -0.537
C 0.6432 -3.5799 4.9564 0.1 0.1 0.1 -0.383
C -0.2288 -4.5247 4.5650 0.0 0.0 0.0 0.333
C -0.9224 -4.4772 3.2190 0.0 0.1 -0.1 0.480
O -1.6846 -5.3814 2.9501 0.0 0.0 0.1 -0.514
O -0.5582 -5.5665 5.3022 0.0 0.0 0.0 -0.606
O 0.5734 -1.3501 2.0199 -0.2 0.0 -0.3 -0.687
H -1.1539 -3.3392 1.3748 0.0 0.0 0.0 0.223
H 1.1426 -3.6081 5.9144 0.0 0.0 0.0 0.257
H -1.1983 -6.0975 4.7893 0.0 0.0 0.0 0.513
H 1.2276 -0.8826 2.5901 0.0 0.0 0.0 0.522